No. 1
Computed, not measured: C33H32ClN5O3PdS3 as an isolated structure at a distorted geometry, with ωB97M-V/def2-TZVPD.

total charge	+2
max |F|	0.045	Eh/bohr
molecular weight	784.7	Da
ΔE to the lowest compared entry with this formula, charge and spin	7.1	kcal per mole
gap between HOMO and LUMO	5.372	eV
energy	-3558.3845	Eh
highest occupied orbital energy	-13.54	eV

Structure (XYZ):
```
78
Properties=species:S:1:pos:R:3:forces:R:3
Pd 0.8502 1.1576 0.2000 -0.27 -0.46 0.10
C -1.1756 1.2316 3.2283 0.01 0.08 0.10
C 0.3101 1.1955 3.2972 -0.03 0.01 0.05
N 1.1412 1.2225 2.2753 -0.47 0.05 -0.48
C 2.4672 1.1904 2.6636 -0.01 0.00 0.09
C 2.6402 1.1415 4.0006 0.04 0.02 0.28
S 1.1293 1.1324 4.7952 0.00 0.01 -0.22
C 3.4826 1.2021 1.6325 0.17 0.00 -0.12
C 4.8268 1.1968 1.7753 0.23 0.01 0.00
S 5.5830 1.1999 0.2429 -0.29 -0.01 -0.02
C 4.0640 1.2004 -0.5381 0.08 0.00 -0.29
N 3.0684 1.1994 0.3153 -1.53 0.04 0.19
C 3.9393 1.1877 -2.0238 0.02 0.03 0.06
H -1.5033 1.1468 2.1996 -0.03 -0.07 -0.01
H -1.5473 2.1706 3.6439 0.03 0.00 -0.01
H -1.6036 0.4230 3.8209 0.01 -0.01 -0.02
H 3.5667 1.1139 4.5532 -0.05 -0.01 -0.03
H 5.4029 1.1896 2.6875 -0.02 0.02 -0.04
H 4.9224 1.1425 -2.4866 -0.01 0.00 -0.02
H 3.4356 2.0933 -2.3653 0.09 0.00 0.01
H 3.3551 0.3263 -2.3518 0.05 -0.02 0.02
S 0.9101 2.5771 -3.9904 0.09 0.14 0.15
C 0.8493 0.8482 -4.1416 0.04 0.33 0.11
C 0.8946 0.0960 -5.3088 -0.04 0.02 -0.18
C 0.8273 -1.2758 -5.2005 -0.02 0.02 0.00
C 0.7091 -1.8781 -3.9444 0.00 -0.02 0.05
C 0.6781 -1.1257 -2.7891 0.00 -0.06 0.27
C 0.7624 0.2634 -2.8803 -0.12 -0.67 -0.06
N 0.7881 1.1973 -1.8499 0.05 0.55 0.73
C 0.8882 2.4364 -2.2826 -0.21 -0.06 -0.78
C 0.9892 3.5189 -1.3460 0.26 0.22 0.06
C 1.0805 4.8659 -1.6807 -0.03 -0.17 -0.17
C 1.1455 5.8159 -0.6789 0.01 0.28 -0.01
C 1.1126 5.4334 0.6514 -0.01 -0.04 -0.18
C 0.9980 4.0884 0.9926 0.03 -0.33 0.56
C 0.9404 3.1579 -0.0087 0.30 0.08 -0.11
H 0.9827 0.5748 -6.2754 -0.03 0.01 0.03
H 0.8587 -1.8857 -6.0930 0.00 0.00 0.02
H 0.6410 -2.9557 -3.8740 0.00 0.02 0.00
H 0.5847 -1.6007 -1.8252 -0.03 -0.05 -0.09
H 1.0734 5.1530 -2.7259 0.05 0.09 0.04
H 1.2138 6.8660 -0.9286 0.00 -0.03 -0.05
H 1.1658 6.1784 1.4337 -0.02 -0.01 0.01
H 0.9351 3.8133 2.0371 0.03 -0.01 -0.01
C -4.0155 -5.1420 2.0794 -0.01 0.17 -0.07
C -3.9808 -4.5616 0.6680 0.14 -0.31 0.18
N -2.9359 -3.5398 0.4719 -0.01 0.07 0.07
C -3.3713 -2.1526 0.3962 0.12 -0.03 0.35
C -3.4848 -1.5093 1.7801 0.00 -0.02 -0.19
C -1.6659 -4.0040 0.4548 -0.39 -0.11 -0.07
O -1.4455 -5.2051 0.4761 0.17 0.04 0.05
C -0.4301 -3.1021 0.4044 0.06 0.08 0.01
C 0.7578 -3.8134 0.2264 0.09 -0.02 -0.05
C 1.9752 -3.1597 0.2182 0.00 -0.08 0.02
C 1.9856 -1.7874 0.3347 0.05 0.09 0.07
N 0.8639 -1.0773 0.4826 -0.30 -0.02 -0.11
C -0.3195 -1.7236 0.5539 0.27 -0.07 0.03
H -4.8182 -5.8769 2.1413 0.01 0.02 0.03
H -4.2027 -4.3638 2.8215 -0.01 -0.06 0.02
H -3.0787 -5.6436 2.3106 0.00 0.01 0.02
H -4.9411 -4.1097 0.4279 0.05 0.07 -0.11
H -3.7808 -5.3754 -0.0261 -0.10 0.05 -0.14
H -4.3542 -2.1479 -0.0703 0.04 0.02 -0.15
H -2.7128 -1.5905 -0.2609 -0.04 0.03 -0.09
H -4.2912 -1.9738 2.3461 0.03 0.02 0.05
H -3.7041 -0.4460 1.6842 -0.04 0.04 0.06
H -2.5597 -1.6319 2.3474 -0.02 0.00 0.03
H 0.6984 -4.8870 0.1085 -0.06 0.01 0.05
H 2.9018 -3.7081 0.1218 0.00 0.03 -0.04
H 2.9162 -1.2360 0.3109 -0.02 0.00 -0.04
H -1.1596 -1.0790 0.7339 -0.10 0.01 -0.07
Cl -3.9314 0.9302 -1.6816 -0.09 -0.08 -0.06
C -3.5284 1.9406 -0.2805 0.54 -0.51 0.10
C -1.9995 2.1292 -0.2447 -1.05 0.81 -0.30
O -1.5672 3.2207 -0.5284 0.16 -0.28 0.12
O -1.3430 1.0561 0.1058 2.27 -0.01 0.28
H -3.8662 1.4335 0.6172 -0.15 0.00 0.03
H -3.9940 2.9107 -0.3878 0.00 0.06 -0.04
```
Forces are in eV/Å.

No. 2
Computed, not measured: C33H32F4N5O2Ti as an isolated structure, with ωB97M-V/def2-TZVPD.

2S+1	3
total charge	-1
<S²>	2.03
max |F|	0.019	Eh/bohr
molecular weight	654.5	Da
ΔE to the lowest compared entry with this formula, charge and spin	11.1	kcal per mole
gap between HOMO and LUMO (alpha / beta)	5.437 / 8.006	eV
energy	-2950.0871	Eh
highest occupied orbital energy (alpha / beta)	-2.79 / -5.36	eV

Structure (XYZ):
```
77
Properties=species:S:1:pos:R:3:forces:R:3
Ti 0.3072 0.0696 0.1966 -0.25 -0.28 -0.89
C 1.1390 -3.9403 -1.0468 0.04 -0.01 -0.10
C -0.1536 -3.9671 -0.2905 0.01 -0.09 0.04
C -1.0913 -4.9701 -0.5160 0.01 0.03 -0.03
C -2.2792 -5.0099 0.1943 -0.02 0.00 0.03
C -2.5372 -4.0345 1.1455 0.01 0.05 -0.04
C -1.6229 -3.0161 1.3884 -0.06 0.00 -0.08
C -1.9204 -1.9609 2.4139 0.00 0.04 0.14
C -0.4237 -2.9843 0.6660 0.09 0.07 0.07
N 0.4834 -1.9151 0.8951 0.00 0.07 0.15
C 1.6530 -2.2153 1.5361 0.04 0.18 -0.07
O 2.0499 -3.3325 1.8595 0.04 -0.06 0.05
C 2.4231 -0.9711 1.8691 -0.18 0.12 -0.03
C 3.5354 -0.9098 2.6552 0.08 -0.02 0.05
C 4.0711 0.3510 3.0085 -0.03 -0.06 0.01
C 3.3699 1.5058 2.6486 0.04 0.11 -0.04
C 2.2447 1.4029 1.8643 -0.14 -0.02 0.17
N 1.8383 0.1782 1.3922 0.28 -0.03 0.25
C 1.2150 2.4604 1.6553 0.05 -0.15 0.03
O 1.3513 3.6223 2.0321 0.00 0.06 0.06
N 0.0968 1.9284 1.0563 0.03 0.08 0.34
C -1.1275 2.6287 1.2409 0.15 -0.02 -0.08
C -1.8372 2.4262 2.4313 -0.09 0.10 0.06
C -1.2334 1.6500 3.5694 -0.02 -0.02 0.06
C -3.0878 3.0200 2.5815 0.06 -0.05 0.01
C -3.6194 3.8221 1.5859 0.01 0.01 -0.05
C -2.8824 4.0612 0.4352 -0.04 -0.03 0.03
C -1.6338 3.4780 0.2519 -0.05 -0.02 0.00
C -0.8253 3.7703 -0.9776 0.00 0.03 -0.04
H 1.9600 -4.2927 -0.4187 -0.04 -0.02 0.02
H 1.3849 -2.9204 -1.3382 -0.01 0.04 -0.01
H 1.0811 -4.5569 -1.9452 0.00 -0.02 0.01
H -0.8818 -5.7255 -1.2663 0.00 0.00 0.01
H -3.0033 -5.7936 0.0068 0.01 0.00 0.00
H -3.4656 -4.0492 1.7059 0.00 -0.02 -0.01
H -2.8951 -2.1345 2.8721 0.02 -0.02 0.01
H -1.9439 -0.9570 1.9848 -0.01 0.02 -0.05
H -1.1634 -1.9440 3.2012 0.01 -0.02 -0.02
H 3.9590 -1.8386 3.0156 0.02 0.02 0.00
H 4.9525 0.4172 3.6319 0.00 -0.01 -0.01
H 3.6549 2.4875 3.0067 0.01 -0.02 0.00
H -0.6530 0.7919 3.2365 0.01 -0.07 -0.10
H -2.0063 1.2988 4.2546 -0.01 0.02 0.00
H -0.5435 2.2853 4.1316 0.00 0.02 -0.02
H -3.6435 2.8493 3.4974 0.00 0.00 -0.01
H -4.5991 4.2674 1.7109 0.01 0.01 -0.01
H -3.2782 4.7101 -0.3386 0.00 0.01 0.01
H 0.2000 4.0292 -0.7059 -0.01 0.00 0.00
H -0.7812 2.9000 -1.6317 -0.02 0.07 0.05
H -1.2636 4.5986 -1.5358 0.01 0.01 0.01
C 2.7376 -1.0616 -2.6848 0.01 -0.06 -0.03
N 2.7378 -0.2585 -1.4724 -0.03 -0.04 0.03
C 4.0145 -0.4005 -0.7870 0.03 0.00 0.00
C 2.4990 1.1434 -1.7803 0.11 0.07 -0.06
C 1.2042 1.3433 -2.5396 -0.12 0.07 0.09
N 0.1100 0.6908 -1.8328 -0.19 -0.31 -0.19
C -1.0879 0.5527 -2.4569 0.10 0.09 0.22
C -2.1267 -0.0776 -1.7399 -0.02 0.03 -0.09
F -1.8129 -0.5070 -0.4789 0.13 0.08 0.18
C -3.3993 -0.2898 -2.1934 0.12 0.08 -0.10
F -4.2764 -0.9064 -1.3961 -0.15 -0.08 0.09
C -3.7741 0.1299 -3.4575 -0.03 -0.03 0.04
C -2.7958 0.7646 -4.1921 0.06 -0.02 0.11
F -3.0925 1.2095 -5.4231 -0.07 0.06 -0.19
C -1.5090 0.9833 -3.7341 -0.15 -0.10 0.07
F -0.6836 1.6495 -4.5672 0.22 0.10 -0.05
H 3.4058 -0.6332 -3.4520 0.00 -0.01 0.01
H 1.7329 -1.1379 -3.1010 0.01 -0.01 0.02
H 3.0882 -2.0666 -2.4550 0.00 -0.01 0.02
H 4.8546 -0.1372 -1.4526 -0.02 0.00 0.00
H 4.1435 -1.4287 -0.4487 0.00 0.01 0.00
H 4.0489 0.2541 0.0829 -0.01 -0.01 -0.02
H 3.3235 1.5552 -2.3914 0.00 0.00 0.00
H 2.4925 1.6985 -0.8379 -0.05 0.03 0.00
H 1.3199 0.9614 -3.5543 -0.02 -0.04 -0.06
H 1.0425 2.4233 -2.6322 -0.03 0.00 -0.03
H -4.7710 -0.0255 -3.8393 0.02 0.01 -0.01
```
Forces are in eV/Å.

No. 3
Computed, not measured: C33H32MgP2 as an isolated structure at a distorted geometry, with ωB97M-V/def2-TZVPD.

total charge	+2
max |F|	0.059	Eh/bohr
molecular weight	514.9	Da
ΔE to the lowest compared entry with this formula, charge and spin	0.0	kcal per mole
gap between HOMO and LUMO	7.835	eV
energy	-2159.0044	Eh
highest occupied orbital energy	-14.06	eV

Structure (XYZ):
```
68
Properties=species:S:1:pos:R:3:forces:R:3
Mg -0.9545 -0.2343 0.9983 1.00 0.65 -0.78
C 0.4838 -0.1782 4.9460 -0.13 0.73 -1.45
C -0.6234 -0.0060 3.9052 -0.63 -0.82 0.50
C -1.3457 1.1813 3.7670 0.54 0.28 -0.94
C -2.4244 1.3231 2.8758 0.03 -0.83 -0.14
C -2.9621 0.1928 2.2500 0.86 -1.64 0.77
C -2.3242 -1.0974 2.5080 -1.05 0.51 -0.67
C -1.1296 -1.1627 3.2238 -0.12 0.38 1.58
H 0.1066 0.0343 5.9208 -0.45 0.27 0.71
H 1.3356 0.5031 4.7757 -0.30 -0.41 -0.05
H 0.7830 -1.2050 4.9427 0.54 -0.52 0.00
H -0.9966 2.0650 4.2762 0.03 0.13 0.21
H -2.8537 2.2945 2.6745 -0.07 0.04 0.24
H -3.8674 0.2082 1.6585 0.03 0.18 -0.08
H -2.7308 -2.0427 2.0827 0.06 0.86 0.38
H -0.7295 -2.1391 3.5237 0.08 0.35 -0.56
C 0.5918 0.9072 -2.0079 -0.44 1.26 -0.02
C 1.3457 -0.3525 -1.6871 0.86 0.16 0.86
P 1.4385 -0.8787 0.1207 -0.02 0.10 -1.33
C 2.9582 -0.1146 0.6941 0.40 0.19 0.50
C 3.7442 -0.8904 1.5647 0.87 0.63 -0.28
C 4.9150 -0.3639 2.1314 -0.81 1.29 0.27
C 5.3050 0.9618 1.8273 -0.11 -0.79 0.04
C 4.5313 1.6794 0.9136 0.12 0.42 -0.23
C 3.3390 1.2058 0.3708 0.38 -1.19 1.08
C 1.8011 -2.6289 -0.0676 -0.84 -1.80 1.17
C 2.9441 -3.1517 -0.7302 -0.89 0.79 0.34
C 3.1968 -4.5071 -0.7825 -0.97 -0.25 0.14
C 2.2422 -5.3946 -0.2382 0.65 1.00 -0.88
C 1.0877 -4.9120 0.3484 -0.17 -0.31 0.54
C 0.8716 -3.5469 0.5451 2.36 0.05 -1.86
P -1.0988 1.0839 -1.2423 0.16 0.18 -0.47
C -1.5765 2.8092 -1.4404 -0.48 -0.23 1.06
C -2.5569 3.3445 -0.5554 0.30 -0.14 0.35
C -2.9382 4.6719 -0.6638 0.51 0.06 -1.37
C -2.3339 5.4507 -1.6900 -0.93 -0.33 1.29
C -1.3814 4.9277 -2.5160 0.69 -0.32 -0.68
C -1.0141 3.5747 -2.4300 0.03 0.94 -0.43
C -2.2049 0.1893 -2.3520 -0.23 0.19 -0.32
C -2.7717 -0.9506 -1.7939 0.28 -0.03 0.03
C -3.5729 -1.7773 -2.5709 -0.20 -0.65 0.19
C -3.8203 -1.4826 -3.9128 0.29 0.93 0.80
C -3.2701 -0.3248 -4.4790 0.38 -0.07 1.81
C -2.5012 0.5553 -3.6856 0.10 -1.69 -0.32
H 0.4559 0.9127 -3.0835 -0.19 0.13 -0.32
H 1.1759 1.8211 -1.8055 -0.27 -0.32 0.23
H 2.4000 -0.1834 -2.0289 -0.86 -0.64 0.13
H 0.8554 -1.1697 -2.1962 0.21 -0.45 -0.24
H 3.5218 -1.9344 1.7361 -0.26 0.05 0.20
H 5.3702 -0.8875 2.9608 0.42 -0.25 -0.35
H 6.1960 1.4262 2.3011 -0.76 -0.47 -0.48
H 4.8531 2.6600 0.5912 0.05 0.15 0.23
H 2.7124 1.8673 -0.1995 -0.04 0.04 -0.35
H 3.5957 -2.4567 -1.2351 0.28 0.08 0.02
H 4.0552 -4.8649 -1.3372 0.00 -0.09 0.20
H 2.3837 -6.4439 -0.3943 0.00 -0.45 0.17
H 0.3672 -5.6541 0.6865 0.02 0.30 0.12
H 0.0301 -3.2397 1.1072 -0.79 0.51 0.40
H -2.9845 2.7099 0.2465 0.26 0.36 -0.65
H -3.7177 5.1438 -0.0772 0.13 -0.30 0.20
H -2.6802 6.4643 -1.7921 0.19 0.28 -0.11
H -0.8826 5.5585 -3.2485 -0.26 -0.12 0.02
H -0.3253 3.1742 -3.1796 -0.09 0.10 0.46
H -2.5085 -1.1597 -0.7247 -0.58 -0.26 -0.94
H -3.9781 -2.6910 -2.1335 -0.02 0.29 -0.15
H -4.5017 -2.0889 -4.4754 0.02 -0.37 -0.27
H -3.4169 -0.1500 -5.5120 -0.17 0.42 -0.81
H -2.0154 1.3642 -4.2059 0.00 0.44 0.29
```
Forces are in eV/Å.